40
Properties=species:S:1:pos:R:3:nbo_charge:R:1 method="wB97M-V/def2-TZVPD" total_energy_ha=-3747.3414 max_force_ha_per_bohr=0.0220 orbital_gap_ev=9.338 lumo_energy_ev=-0.239 charge=0 homo_energy_ev=-9.58 molar_mass_g_mol=318.00 multiplicity=1
Kr -15.78 1.50 -14.54 0.001
O -17.12 4.06 -16.34 -0.971
H -17.56 4.09 -15.48 0.491
H -17.70 3.51 -16.88 0.468
O -16.82 -0.46 -11.55 -0.970
H -17.41 0.08 -12.09 0.479
H -16.19 0.17 -11.19 0.481
O -11.98 -0.45 -14.12 -0.955
H -12.37 -0.32 -14.98 0.499
H -11.30 0.21 -14.06 0.464
O -12.97 -0.39 -17.01 -0.968
H -12.41 0.38 -17.14 0.461
H -13.77 -0.19 -17.51 0.488
O -13.52 3.64 -12.12 -0.972
H -12.73 4.11 -11.87 0.472
H -13.24 2.73 -12.24 0.492
O -16.18 2.43 -11.16 -0.957
H -16.80 2.93 -11.69 0.467
H -15.33 2.59 -11.57 0.484
O -14.57 3.26 -17.91 -0.973
H -15.04 3.62 -17.16 0.506
H -14.91 3.74 -18.66 0.476
O -18.77 -0.76 -14.84 -0.976
H -18.32 -1.60 -14.72 0.480
H -18.55 -0.49 -15.74 0.490
O -13.60 0.69 -11.94 -0.977
H -13.18 0.31 -11.18 0.476
H -13.09 0.37 -12.69 0.497
O -17.76 -0.33 -17.50 -0.963
H -16.88 -0.25 -17.87 0.503
H -18.19 0.50 -17.71 0.464
O -19.19 1.17 -12.58 -0.949
H -18.95 0.86 -13.45 0.490
H -19.03 2.11 -12.60 0.460
O -17.50 3.96 -13.55 -0.958
H -18.15 4.67 -13.48 0.480
H -16.66 4.39 -13.40 0.494
O -15.14 0.43 -18.52 -0.973
H -14.76 1.30 -18.35 0.510
H -14.73 0.15 -19.34 0.484